# 1
# C30H39LuN3OS

A molecular structure, C30H39LuN3OS in a non-equilibrium geometry (wB97M-V/def2-TZVPD, the OMol25 dataset).

Properties
Molar mass = 664.70 g/mol
Energy relative to the best compared isomer or geometry (same formula, charge and spin) = 0.000 eV
Maximum force = 3.5 eV/A
Charge = -1
LUMO level (spin up / spin down) = 2.7 / 2.7 eV
Orbital gap (spin up / spin down) = 3.59 / 3.78 eV

CARTESIAN COORDINATES (ANGSTROEM)
1 Lu -0.21 -0.42 1.30
2 N -0.73 -1.97 2.84
3 N 0.43 -2.18 -0.42
4 C 1.73 1.72 0.51
5 C 2.58 0.62 0.82
6 C 2.34 0.23 2.16
7 C 2.99 -0.89 2.89
8 H 3.52 -1.54 2.17
9 H 2.23 -1.48 3.41
10 H 3.72 -0.54 3.65
11 C 1.34 1.10 2.70
12 C 0.79 1.00 4.08
13 H 1.30 1.58 4.87
14 H 0.79 -0.07 4.37
15 H -0.25 1.35 4.05
16 C 0.95 2.01 1.67
17 C -0.02 3.13 1.79
18 H -0.83 2.81 2.46
19 H -0.43 3.32 0.79
20 H 0.36 4.10 2.19
21 C 3.58 -0.01 -0.08
22 H 4.58 -0.08 0.40
23 H 3.67 0.55 -1.02
24 H 3.24 -1.04 -0.30
25 C 1.71 2.49 -0.75
26 H 0.65 2.61 -1.06
27 H 2.23 1.92 -1.53
28 H 2.17 3.50 -0.70
29 C -1.55 -2.40 3.83
30 H -1.68 -1.71 4.66
31 C -2.22 -3.60 3.80
32 H -2.91 -3.83 4.60
33 C -1.99 -4.46 2.73
34 H -2.52 -5.40 2.68
35 C -1.06 -4.12 1.77
36 H -0.83 -4.76 0.92
37 C -0.38 -2.89 1.85
38 C 0.71 -2.50 0.93
39 H 1.78 -2.52 1.16
40 C 0.50 -0.90 -0.98
41 C 0.03 -3.07 -1.41
42 H -0.12 -4.09 -1.22
43 C -0.16 -2.37 -2.54
44 H -0.41 -2.69 -3.51
45 N 0.11 -1.03 -2.27
46 C 0.09 0.13 -3.14
47 C 1.30 0.46 -3.75
48 C 1.36 1.61 -4.53
49 H 2.30 1.88 -5.00
50 C 0.23 2.40 -4.72
51 C 0.28 3.59 -5.64
52 H 0.24 4.53 -5.07
53 H -0.58 3.59 -6.33
54 H 1.20 3.57 -6.22
55 C -0.95 2.07 -4.07
56 H -1.82 2.71 -4.19
57 C -1.05 0.93 -3.28
58 C -2.31 0.66 -2.54
59 H -2.74 -0.30 -2.85
60 H -3.02 1.47 -2.75
61 H -2.18 0.62 -1.45
62 C 2.53 -0.34 -3.50
63 H 2.65 -1.08 -4.29
64 H 2.49 -0.86 -2.54
65 H 3.40 0.32 -3.49
66 C -2.77 0.89 2.97
67 S -2.82 -0.04 1.02
68 C -4.51 -0.57 1.25
69 O -2.06 -1.20 0.16
70 H -3.73 0.74 3.48
71 H -2.72 1.94 2.69
72 H -1.98 0.70 3.70
73 H -5.02 0.41 1.27
74 H -4.86 -1.15 0.38
75 H -4.66 -1.14 2.17

These are the Mulliken partial charges, in e, on atoms 1 to 2: 0.6331, 0.3306


# 2
# C7H9ClO2

C7H9ClO2 in the gas phase in a non-equilibrium geometry (wB97M-V/def2-TZVPD, the OMol25 dataset).

Properties
Molar mass = 160.60 g/mol
Energy relative to the best compared isomer or geometry (same formula, charge and spin) = 1.142 eV
SMILES = OC/C=C/C=C\C=C(\O)Cl
Maximum force = 3.8 eV/A
Charge = 0
LUMO level = 0.5 eV
Orbital gap = 8.58 eV

CARTESIAN COORDINATES (ANGSTROEM)
1 C 0.04 -1.85 0.64
2 C 1.14 -1.86 -0.11
3 C -0.76 -0.70 0.68
4 C 1.75 -0.65 -0.69
5 C -1.02 0.10 -0.34
6 C 2.02 0.54 -0.14
7 C -2.17 1.09 -0.44
8 O 2.89 1.44 -0.77
9 O -2.89 1.28 0.78
10 Cl 1.38 1.02 1.41
11 H -0.27 -2.74 1.14
12 H 1.75 -2.77 -0.33
13 H -1.27 -0.49 1.64
14 H 2.23 -0.84 -1.60
15 H -0.60 0.03 -1.37
16 H -2.88 0.50 -0.99
17 H -1.90 2.08 -0.83
18 H 2.77 2.15 -0.06
19 H -2.21 1.68 1.36

These are the Mulliken partial charges, in e, on atoms 1 to 2: -0.3809, -0.2161


# 3
# C21H31Cl10IN4O2PS2

6 unconnected molecules or ions with the total composition C21H31Cl10IN4O2PS2 in a non-equilibrium geometry (wB97M-V/def2-TZVPD, the OMol25 dataset).

Properties
Molar mass = 948.05 g/mol
Maximum force = 1.9 eV/A
Charge = -1
LUMO level = 1.9 eV
Orbital gap = 7.12 eV

CARTESIAN COORDINATES (ANGSTROEM)
1 C 1.77 -1.36 3.24
2 C 2.70 -0.17 2.85
3 S 3.40 -0.26 1.18
4 C 2.37 0.82 0.05
5 C 1.00 0.95 0.70
6 C 0.60 2.17 1.35
7 C 1.60 3.34 1.32
8 O 2.08 3.77 2.39
9 O 1.83 3.77 0.17
10 C -0.62 2.24 1.96
11 P -1.02 3.86 2.75
12 S -2.81 4.54 2.31
13 C -1.53 1.14 1.99
14 N -2.70 1.30 2.66
15 C -3.45 0.22 2.60
16 C -4.79 0.34 3.34
17 N -5.83 1.02 2.54
18 C -6.41 0.15 1.50
19 C -3.10 -0.99 1.90
20 C -4.04 -2.19 1.83
21 C -3.33 -3.53 1.56
22 N -3.23 -4.36 2.81
23 N -1.96 -1.11 1.26
24 C -1.15 -0.03 1.32
25 C 0.13 -0.10 0.69
26 I 0.60 -1.94 -0.29
27 H 1.93 -1.67 4.29
28 H 0.72 -1.03 3.19
29 H 1.87 -2.21 2.56
30 H 3.56 -0.21 3.53
31 H 2.19 0.78 3.07
32 H 2.21 0.29 -0.90
33 H 2.85 1.78 -0.10
34 H -0.79 3.77 4.14
35 H -0.10 4.80 2.22
36 H -5.12 -0.61 3.79
37 H -4.58 1.02 4.18
38 H -6.53 1.29 3.22
39 H -7.40 0.55 1.27
40 H -5.73 0.18 0.64
41 H -6.50 -0.88 1.89
42 H -4.67 -2.31 2.71
43 H -4.72 -2.00 0.99
44 H -2.38 -3.45 1.04
45 H -4.00 -4.10 0.89
46 H -2.26 -4.63 2.90
47 H -3.70 -5.24 2.62
48 C 3.10 -0.86 -3.77
49 Cl 3.50 -2.52 -4.24
50 Cl 4.35 -0.15 -2.74
51 H 3.01 -0.25 -4.67
52 H 2.16 -0.86 -3.23
53 C 7.99 -1.24 -4.08
54 Cl 8.54 -0.40 -5.53
55 Cl 8.01 -2.99 -4.30
56 H 8.65 -0.98 -3.25
57 H 6.97 -0.92 -3.85
58 C 0.72 1.79 -5.53
59 Cl -0.35 0.95 -4.40
60 Cl 1.68 0.65 -6.48
61 H 0.11 2.39 -6.20
62 H 1.39 2.42 -4.96
63 C -9.69 2.81 0.08
64 Cl -9.47 1.12 -0.39
65 Cl -8.36 3.38 1.10
66 H -9.72 3.42 -0.82
67 H -10.62 2.90 0.63
68 C 11.77 -2.02 -5.57
69 Cl 12.17 -3.67 -6.04
70 Cl 13.01 -1.32 -4.53
71 H 11.68 -1.41 -6.47
72 H 10.82 -2.03 -5.04

These are the Mulliken partial charges, in e, on atoms 1 to 2: -0.7173, -0.3575


# 4
# C6H13N3

A molecular structure, C6H13N3 in a non-equilibrium geometry (wB97M-V/def2-TZVPD, the OMol25 dataset).

Properties
Molar mass = 127.19 g/mol
Energy relative to the best compared isomer or geometry (same formula, charge and spin) = 9.449 eV
Maximum force = 6.6 eV/A
Charge = 0
LUMO level = 0.6 eV
Orbital gap = 9.64 eV

CARTESIAN COORDINATES (ANGSTROEM)
1 C 1.12 -1.46 -1.01
2 C 0.91 -0.53 0.29
3 C -0.17 0.57 -0.04
4 C -0.47 1.89 0.50
5 C -0.36 1.81 -0.90
6 C -1.35 -0.29 0.10
7 H 2.12 -1.00 -2.00
8 H -0.19 -1.71 -1.53
9 H 1.62 -2.47 -0.40
10 H 0.50 -1.14 1.13
11 H 2.55 1.24 -0.06
12 H 2.83 -0.57 1.00
13 H -1.57 2.03 0.66
14 H 0.23 2.48 1.22
15 H -1.12 2.05 -1.53
16 H 0.71 1.70 -1.20
17 H -2.26 -1.63 1.15
18 H -1.03 -0.77 2.42
19 H -2.65 -1.08 -0.96
20 N 2.19 0.26 0.80
21 N -1.71 -0.87 1.43
22 N -1.88 -0.49 -1.06

These are the Mulliken partial charges, in e, on atoms 1 to 2: -0.8363, 0.0980